P.
The following is a quantum chemistry calculation of a cluster of 2 separate species, H6N2 in total, from OMol25.

Last column: natural (NBO) charge in e.
CARTESIAN COORDINATES (ANGSTROEM)
N 0.368 0.886 -0.918  -1.082
H 1.022 1.605 -0.593  0.360
H -0.354 0.792 -0.197  0.359
H -0.093 1.257 -1.755  0.360
N -0.180 -1.393 0.978  -1.073
H 0.337 -0.648 1.455  0.351
H -1.175 -1.154 1.042  0.348
H 0.075 -1.345 -0.013  0.377

**LUMO**: 0.0361 hartree
**HOMO level**: -9.8 eV

***

Q.
The following is a quantum chemistry calculation of a cluster of 2 separate species, H6N2 in total, from OMol25.

Last column: natural (NBO) charge in e.
CARTESIAN COORDINATES (ANGSTROEM)
N 4.948 -3.201 -2.514  -1.069
H 4.186 -2.769 -2.028  0.357
H 4.527 -3.837 -3.290  0.357
H 5.417 -3.834 -1.884  0.356
N -4.821 3.356 2.589  -1.111
H -3.834 3.564 2.787  0.390
H -5.626 3.790 2.669  0.369
H -4.796 2.931 1.671  0.352

**LUMO**: 0.0479 hartree
**HOMO level**: -9.6 eV

***

R.
The following is a quantum chemistry calculation of a cluster of 2 separate species, H6N2 in total, from OMol25.

Last column: natural (NBO) charge in e.
CARTESIAN COORDINATES (ANGSTROEM)
N 0.502 0.161 -1.250  -1.056
H 1.418 -0.291 -1.171  0.363
H -0.202 -0.549 -1.021  0.331
H 0.456 0.873 -0.514  0.381
N -0.463 0.221 1.045  -1.073
H -0.601 0.061 0.042  0.341
H -1.345 -0.017 1.509  0.356
H 0.234 -0.460 1.361  0.356

**LUMO**: 0.0376 hartree
**HOMO level**: -10.0 eV

***

S.
The following is a quantum chemistry calculation of a cluster of 2 separate species, H6N2 in total, from OMol25.

Last column: natural (NBO) charge in e.
CARTESIAN COORDINATES (ANGSTROEM)
N -0.988 3.518 -0.903  -1.080
H -0.882 3.912 -1.843  0.362
H -1.946 3.722 -0.601  0.360
H -0.915 2.500 -0.997  0.360
N 0.170 3.684 2.547  -1.081
H -0.310 3.948 1.680  0.373
H 0.262 2.663 2.537  0.352
H 1.118 4.070 2.491  0.355

**LUMO**: 0.0369 hartree
**HOMO level**: -9.7 eV

***

S comes first in stability; the runner-up is 0.096 eV higher.

***

P.
The following is a quantum chemistry calculation of a cluster of 3 separate species, C6H15NO2 in total, from OMol25.

Last column: natural (NBO) charge in e.
CARTESIAN COORDINATES (ANGSTROEM)
C 1.065 -1.141 1.655  -0.680
C 0.299 0.041 1.007  0.670
O -0.085 0.959 1.754  -0.644
N 0.873 0.382 -0.224  -0.458
C 1.389 1.716 -0.424  -0.417
C 1.221 -0.573 -1.247  -0.408
H 2.115 -0.888 1.738  0.234
H 0.639 -1.315 2.639  0.227
H 0.943 -2.053 1.071  0.206
H 1.186 2.316 0.461  0.235
H 0.919 2.179 -1.294  0.223
H 2.470 1.671 -0.585  0.179
H 1.061 -0.106 -2.220  0.216
H 0.598 -1.460 -1.173  0.199
H 2.272 -0.875 -1.173  0.185
C -1.574 -1.199 0.651  -0.322
C -2.360 -0.478 -0.236  -0.507
H -1.178 -2.152 0.319  0.203
H -1.806 -1.174 1.705  0.225
H -2.560 -0.913 -1.206  0.233
H -3.101 0.186 0.189  0.231
O -1.226 1.668 -1.528  -0.959
H -1.598 0.785 -0.861  0.463
H -1.561 2.424 -1.018  0.465

**LUMO**: -0.0157 hartree
**HOMO level**: -8.6 eV

***

Q.
The following is a quantum chemistry calculation of an isolated molecule of C6H15NO2, from OMol25.

Last column: natural (NBO) charge in e.
CARTESIAN COORDINATES (ANGSTROEM)
C -0.019 -0.420 2.741  -0.604
C 0.829 -0.814 1.537  -0.404
C 1.035 0.362 0.569  -0.423
C 0.306 0.268 -0.783  0.240
C 0.787 -0.922 -1.611  -0.641
O 0.544 1.488 -1.494  -0.754
C -1.232 0.231 -0.619  0.217
N -1.834 0.099 -1.924  -0.851
O -1.677 1.366 0.087  -0.730
H 0.491 0.339 3.335  0.201
H -0.975 -0.014 2.412  0.214
H -0.201 -1.280 3.378  0.205
H 1.800 -1.171 1.888  0.203
H 0.347 -1.646 1.022  0.194
H 0.700 1.281 1.054  0.221
H 2.099 0.479 0.348  0.199
H 0.528 -1.857 -1.127  0.219
H 0.310 -0.901 -2.586  0.238
H 1.868 -0.879 -1.734  0.198
H 1.455 1.479 -1.807  0.477
H -1.533 -0.632 -0.018  0.172
H -1.536 0.875 -2.508  0.365
H -2.844 0.137 -1.841  0.368
H -1.250 2.132 -0.318  0.476

**LUMO**: 0.0300 hartree
**HOMO level**: -9.5 eV

***

R.
The following is a quantum chemistry calculation of a structure of composition C6H15NO2, from OMol25.

Last column: natural (NBO) charge in e.
CARTESIAN COORDINATES (ANGSTROEM)
C -1.775 -0.390 -0.176  -0.103
C -1.977 0.934 -0.902  -0.612
N -2.406 -0.360 1.132  -0.827
C -0.319 -0.882 -0.164  0.234
O -0.203 -2.012 0.526  -0.738
H -2.289 -1.171 -0.755  0.202
H -2.198 -1.218 1.633  0.376
H -2.055 0.414 1.686  0.348
H 0.116 -0.905 -1.173  0.134
H -3.043 1.119 -1.020  0.227
H -1.551 1.765 -0.341  0.200
H -1.516 0.914 -1.890  0.210
C 2.574 -1.092 0.008  0.298
C 0.837 0.477 0.581  -0.558
C 1.310 1.557 -0.377  -0.644
O 2.261 -2.145 0.599  -0.600
H 0.833 -2.273 0.596  0.501
H 2.364 -0.963 -1.063  0.143
H 3.327 -0.429 0.446  0.144
H 1.471 0.309 1.451  0.224
H -0.057 0.816 1.103  0.220
H 0.834 2.523 -0.178  0.216
H 2.391 1.713 -0.312  0.204
H 1.071 1.301 -1.410  0.203

**LUMO**: 0.0088 hartree
**HOMO level**: -8.9 eV

***

S.
The following is a quantum chemistry calculation of a cluster of 2 separate species, C6H15NO2 in total, from OMol25.

Last column: natural (NBO) charge in e.
CARTESIAN COORDINATES (ANGSTROEM)
C 1.793 -0.215 0.225  -0.179
C -1.333 -1.160 -0.445  -0.074
C 0.249 1.561 -0.017  0.108
C 0.777 0.765 2.158  -0.403
C 2.167 -0.250 -1.217  -0.671
C -2.841 -1.009 -0.472  -0.624
N 1.050 0.775 0.730  -0.261
O -0.912 -1.849 -1.606  -0.733
O -0.615 2.435 0.645  -0.713
H 0.032 -2.024 -1.529  0.470
H -0.497 3.323 0.290  0.480
H 2.328 -0.830 0.926  0.190
H -1.021 -1.705 0.456  0.152
H 0.423 1.678 -1.074  0.183
H -0.867 -0.071 -0.382  0.163
H 1.522 0.161 2.672  0.214
H -0.213 0.344 2.349  0.218
H 0.793 1.788 2.531  0.224
H 2.746 -1.147 -1.425  0.226
H 2.773 0.618 -1.507  0.204
H 1.290 -0.260 -1.869  0.204
H -3.319 -1.988 -0.460  0.205
H -3.152 -0.491 -1.377  0.208
H -3.174 -0.448 0.398  0.208

**LUMO**: 0.0249 hartree
**HOMO level**: -6.3 eV

***

Q comes first in stability; the runner-up is 3.306 eV higher.

***

P.
The following is a quantum chemistry calculation of a cluster of 2 separate species, C3H4BrN in total, from OMol25.

Last column: natural (NBO) charge in e.
CARTESIAN COORDINATES (ANGSTROEM)
C 0.959 1.557 0.541  -0.304
C 0.890 0.264 0.342  -0.238
C 0.728 -0.948 0.099  0.369
N 0.785 -2.165 -0.060  -0.630
H 1.302 2.080 1.500  0.211
H 0.580 2.335 -0.308  0.203
H 0.497 -2.755 -0.797  0.386
Br -2.852 0.261 -0.137  -0.187
H -2.890 -0.628 -1.180  0.188

**LUMO**: -0.0040 hartree
**HOMO level**: -8.5 eV

***

Q.
The following is a quantum chemistry calculation of an isolated molecule of C3H4BrN, from OMol25.

Last column: natural (NBO) charge in e.
CARTESIAN COORDINATES (ANGSTROEM)
H 0.343 1.207 -2.778  0.360
N 0.764 1.110 -1.818  -0.572
C 0.186 0.461 -0.923  0.047
C 0.875 0.174 0.279  -0.109
C 0.465 -0.453 1.359  -0.360
Br 2.754 0.734 0.355  0.018
H -0.772 0.071 -0.865  0.169
H 1.153 -0.728 2.210  0.233
H -0.620 -0.877 1.542  0.215

**LUMO**: 0.0089 hartree
**HOMO level**: -9.6 eV

***

R.
The following is a quantum chemistry calculation of a cluster of 2 separate species, C3H4BrN in total, from OMol25.

Last column: natural (NBO) charge in e.
CARTESIAN COORDINATES (ANGSTROEM)
C 1.066 -1.035 -0.354  0.172
C 1.367 0.112 0.311  -0.382
C -1.304 0.271 0.094  -0.491
N 0.979 -1.886 -1.117  -0.299
Br -2.117 1.500 -0.977  0.132
H 1.156 0.347 1.355  0.227
H 1.569 0.947 -0.364  0.231
H -1.217 0.516 1.223  0.204
H -1.498 -0.771 -0.171  0.207

**LUMO (alpha / beta)**: -0.0456 / -0.0184 hartree
**HOMO level (alpha / beta)**: -8.7 / -9.4 eV

***

Q comes first in stability; the runner-up is 1.583 eV higher.

***

P.
The following is a quantum chemistry calculation of a cluster of 3 separate species, C22H57N6O4P2 in total, from OMol25.

Last column: Mulliken charge in e.
CARTESIAN COORDINATES (ANGSTROEM)
C -2.800 4.580 -1.098  -1.431
C -1.745 4.370 -0.015  0.645
C -2.095 5.078 1.299  -0.815
O -1.242 4.684 2.322  -0.055
C -0.081 5.606 2.393  -1.328
O 0.963 4.776 2.963  0.047
C 2.112 4.708 2.174  -0.196
C 2.780 6.070 1.888  0.398
C 4.190 6.143 2.492  -1.816
C 2.810 6.342 0.366  1.451
C 3.629 5.320 -0.427  -1.520
C 3.303 7.769 0.029  -1.544
H -2.755 5.616 -1.432  0.330
H -3.792 4.325 -0.724  0.346
H -2.552 3.957 -1.959  0.355
H -0.790 4.780 -0.346  -0.035
H -1.562 3.327 0.240  0.036
H -3.119 4.791 1.583  0.443
H -2.108 6.170 1.163  0.297
H 0.182 5.788 1.328  -0.218
H 1.901 4.148 1.253  -0.014
H 2.835 4.113 2.750  -0.010
H 2.215 6.884 2.339  0.478
H 4.618 7.126 2.293  0.401
H 4.844 5.357 2.120  0.379
H 4.088 6.092 3.576  0.480
H 1.781 6.267 0.015  -0.104
H 3.201 4.318 -0.401  0.124
H 3.629 5.630 -1.474  0.474
H 4.659 5.245 -0.079  0.327
H 3.651 8.315 0.903  0.371
H 4.106 7.737 -0.707  0.327
H 2.499 8.366 -0.401  0.354
O 1.260 2.131 -0.383  -0.714
P 1.548 0.672 -0.241  0.605
N 2.753 0.697 0.971  0.266
C 3.757 -0.322 1.164  -0.845
C 2.256 1.176 2.263  -1.190
N 2.262 0.391 -1.819  0.254
C 3.694 0.574 -1.996  -1.083
C 1.550 1.104 -2.876  -1.141
N 1.096 -1.032 -0.040  0.090
C 1.468 -2.062 -0.996  -0.910
C -0.341 -1.163 0.273  -1.253
H 3.359 -1.239 1.627  0.279
H 4.539 0.071 1.818  0.379
H 4.255 -0.598 0.239  0.165
H 1.663 0.405 2.780  0.295
H 1.630 2.061 2.135  0.376
H 3.087 1.465 2.907  0.363
H 4.063 1.504 -1.541  0.248
H 3.935 0.597 -3.060  0.399
H 4.261 -0.267 -1.593  0.270
H 1.830 2.161 -2.931  0.262
H 0.472 1.052 -2.721  0.372
H 1.763 0.632 -3.840  0.385
H 1.043 -1.911 -1.992  0.244
H 1.106 -3.022 -0.616  0.446
H 2.550 -2.152 -1.080  0.250
H -0.966 -0.931 -0.599  0.344
H -0.618 -0.474 1.077  0.400
H -0.580 -2.172 0.614  0.444
O -1.465 -5.187 -1.086  -0.809
P -2.824 -5.794 -0.915  0.668
N -3.380 -4.995 0.487  0.147
C -4.372 -5.512 1.403  -0.789
C -3.569 -3.561 0.294  -1.198
N -2.334 -7.432 -0.548  0.245
C -2.091 -7.810 0.837  -1.113
C -1.207 -7.866 -1.371  -1.147
N -4.414 -6.300 -1.502  0.066
C -4.868 -7.679 -1.428  -0.863
C -4.670 -5.777 -2.862  -1.064
H -5.397 -5.452 1.007  0.293
H -4.336 -4.933 2.328  0.377
H -4.177 -6.541 1.689  0.151
H -4.489 -3.344 -0.269  0.326
H -2.729 -3.134 -0.254  0.325
H -3.621 -3.042 1.252  0.405
H -1.484 -7.073 1.379  0.311
H -1.573 -8.769 0.872  0.388
H -3.023 -7.970 1.381  0.269
H -0.247 -7.492 -1.000  0.321
H -1.324 -7.525 -2.401  0.363
H -1.174 -8.958 -1.393  0.376
H -4.261 -8.374 -2.013  0.269
H -5.892 -7.715 -1.811  0.419
H -4.913 -8.027 -0.398  0.227
H -4.055 -6.279 -3.617  0.348
H -4.441 -4.708 -2.902  0.344
H -5.719 -5.895 -3.133  0.369

**Total charge**: -1
**LUMO**: 0.0598 hartree
**HOMO level**: -0.8 eV

***

Q.
The following is a quantum chemistry calculation of a cluster of 3 separate species, C22H57N6O4P2 in total, from OMol25.

Last column: Mulliken charge in e.
CARTESIAN COORDINATES (ANGSTROEM)
C 0.203 0.718 0.584  -0.655
C 1.494 0.393 1.358  0.472
O 1.490 -0.909 1.921  -0.359
C 2.097 -1.884 1.087  0.113
C 3.570 -2.079 1.395  -0.846
O 4.226 -0.862 1.206  0.084
C 5.663 -0.965 1.173  -0.754
C 6.232 -0.773 -0.222  -1.085
C 5.527 0.348 -0.994  1.504
C 6.509 1.487 -1.327  -2.091
C 4.944 -0.146 -2.344  -1.065
C 3.978 -1.319 -2.208  -0.449
H -0.238 1.635 0.980  0.323
H -0.535 -0.073 0.704  -0.199
H 0.434 0.885 -0.468  0.364
H 1.603 1.090 2.195  0.501
H 2.370 0.559 0.731  -0.504
H 1.946 -1.681 0.021  -0.233
H 1.589 -2.833 1.299  0.331
H 3.652 -2.401 2.446  0.342
H 3.959 -2.855 0.720  0.449
H 5.973 -1.934 1.593  0.390
H 6.023 -0.201 1.903  0.225
H 7.276 -0.453 -0.083  0.178
H 4.695 0.800 -0.429  -0.363
H 6.035 2.227 -1.986  0.446
H 6.802 2.007 -0.411  0.441
H 7.393 1.070 -1.815  0.437
H 5.793 -0.393 -2.987  0.352
H 4.383 0.694 -2.787  0.293
H 3.906 -1.880 -3.145  0.434
H 2.982 -0.967 -1.932  -0.245
H 4.329 -2.010 -1.439  0.216
O 0.555 -0.958 -2.961  -0.593
P -0.448 -1.192 -4.008  0.183
N -0.494 0.185 -4.980  0.303
C -1.668 0.929 -5.380  -1.048
C 0.797 0.776 -5.314  -1.097
N -1.907 -1.437 -3.178  0.316
C -3.213 -1.015 -3.636  -1.013
C -1.827 -1.451 -1.718  -1.259
N -0.754 -2.379 -5.174  0.049
C -0.697 -3.748 -4.629  -0.998
C 0.103 -2.319 -6.372  -0.967
H -2.443 0.286 -5.799  0.355
H -1.399 1.629 -6.172  0.443
H -2.102 1.509 -4.559  0.241
H 1.224 0.351 -6.231  0.267
H 1.515 0.622 -4.508  0.256
H 0.698 1.853 -5.458  0.495
H -3.400 0.051 -3.467  0.297
H -3.983 -1.572 -3.094  0.298
H -3.352 -1.243 -4.692  0.292
H -1.800 -0.447 -1.286  0.411
H -0.943 -1.984 -1.382  0.266
H -2.703 -1.975 -1.326  0.465
H 0.310 -4.025 -4.299  0.319
H -1.016 -4.453 -5.397  0.407
H -1.376 -3.839 -3.784  0.304
H 1.173 -2.321 -6.140  0.319
H -0.128 -1.429 -6.954  0.274
H -0.110 -3.185 -6.999  0.382
O -3.407 1.697 2.352  -0.877
P -3.209 1.795 3.817  0.657
N -3.147 0.131 4.231  0.264
C -3.961 -0.533 5.222  -1.069
C -2.311 -0.736 3.407  -1.142
N -4.622 2.550 4.368  0.238
C -5.379 2.160 5.539  -1.032
C -5.478 3.140 3.344  -1.029
N -2.250 2.293 5.127  0.066
C -1.972 3.748 5.133  -1.060
C -0.955 1.593 5.279  -1.152
H -3.956 -0.011 6.181  0.334
H -3.555 -1.526 5.423  0.469
H -5.003 -0.663 4.903  0.238
H -1.281 -0.775 3.781  0.343
H -2.270 -0.397 2.373  0.189
H -2.703 -1.754 3.390  0.502
H -6.017 1.288 5.357  0.286
H -6.028 2.987 5.843  0.343
H -4.723 1.955 6.382  0.280
H -6.115 2.399 2.847  0.312
H -4.887 3.637 2.581  0.318
H -6.119 3.893 3.811  0.329
H -1.345 4.057 4.291  0.337
H -1.459 4.012 6.058  0.392
H -2.907 4.305 5.095  0.327
H -0.342 1.614 4.373  0.460
H -1.119 0.559 5.566  0.262
H -0.395 2.073 6.080  0.401

**Total charge**: -1
**LUMO**: 0.0801 hartree
**HOMO level**: -1.0 eV

***

Q comes first in stability; the runner-up is 2.697 eV higher.